Record 1
{"formula": "C3H3NO2S", "method": "ωB97M-V/def2-TZVPD", "symbols": ["C", "C", "C", "N", "O", "O", "S", "H", "H", "H"], "positions_angstrom": [[0.0968, -1.1186, -0.1023], [-2.1396, -0.4744, -0.3008], [1.0031, 1.2321, 0.1797], [0.7792, -0.0270, -0.2394], [3.3163, -0.0708, 0.6596], [-1.1688, -1.2012, 0.1502], [2.5020, 0.4920, -0.3963], [-1.9620, 0.3852, -0.9290], [-3.1291, -0.8625, -0.1444], [0.7021, 1.6451, 1.1226]], "forces_ev_per_angstrom": [[2.7, -1.6, -0.4], [-1.6, 1.5, -0.6], [0.5, 0.3, -0.5], [-1.4, 0.3, -0.3], [0.4, 0.0, 0.0], [-0.2, -0.7, 0.9], [-0.7, 0.1, 0.7], [0.2, 0.0, -0.1], [0.0, -0.1, 0.1], [0.1, 0.2, 0.3]], "nbo_charge": [0.32, -0.05, -0.36, -0.54, -0.88, -0.41, 1.37, 0.16, 0.17, 0.22], "orbital_gap_ev": [6.947, 8.097], "e_above_lowest_kcal_mol": 212.6, "homo_ev": [-8.02, -8.20], "e_lumo_ev": [-1.1, -0.1], "spin_multiplicity": 1}

=====

Record 2
{"formula": "C3H3NO2S", "method": "ωB97M-V/def2-TZVPD", "symbols": ["C", "C", "C", "H", "H", "H", "N", "O", "O", "S"], "positions_angstrom": [[2.1979, 0.2707, -0.1275], [-1.4317, -0.8997, -0.0449], [-1.7364, 0.5393, 0.2556], [2.8032, 1.2012, 0.0451], [2.8861, -0.5659, -0.0736], [-1.3566, 0.8121, 1.2433], [0.9254, 0.2641, -0.2229], [-2.3892, -1.5790, -0.1455], [-2.2161, 1.2616, -0.6143], [0.3173, -1.3043, -0.3154]], "forces_ev_per_angstrom": [[0.8, 1.6, 0.6], [0.7, 1.3, -0.7], [0.7, 1.8, -2.2], [-1.3, -0.4, -0.5], [-0.4, -0.8, -0.2], [-0.6, 0.8, 0.4], [1.4, 0.0, 0.4], [-0.7, -2.3, -0.1], [0.7, -1.3, 2.3], [-1.3, -0.8, 0.0]], "nbo_charge": [-0.05, 0.32, 0.35, 0.19, 0.16, 0.14, -0.55, -0.48, -0.47, 0.40], "smiles": "C=NSC(=O)C=O", "orbital_gap_ev": 9.651, "e_above_lowest_kcal_mol": 75.7, "homo_ev": -9.61, "e_lumo_ev": 0.0, "spin_multiplicity": 1}